Record 1
A single C29H50O2 molecule. Source: the OMol25 dataset; level of theory: ωB97M-V/def2-TZVPD.

```
81
Properties=species:S:1:pos:R:3:forces:R:3
C -0.183755 -3.738253 0.083703 0.2 0.1 0.0
C 1.063801 -2.892903 0.140251 0.1 -0.1 0.1
C 1.050997 -1.546425 -0.207170 0.2 0.2 0.0
C 2.233226 -0.800942 -0.125347 -0.1 -0.5 0.1
C 3.414865 -1.385208 0.324494 -0.1 0.2 -0.1
C 3.436027 -2.741412 0.643522 -0.3 -0.3 0.0
C 2.263488 -3.485448 0.543160 0.1 0.5 -0.1
O 2.323761 -4.820099 0.859659 -0.1 -0.1 0.0
H 1.454616 -5.210839 0.720033 0.1 0.0 0.0
C 4.702359 -3.406337 1.095128 -0.1 0.0 0.0
H 4.541698 -4.475584 1.186917 0.1 0.0 0.0
H 5.016005 -3.018778 2.064426 0.1 0.0 0.1
H 5.507268 -3.227466 0.383833 0.1 0.0 0.0
C 4.663796 -0.557829 0.470532 0.0 0.1 0.0
C 4.338184 0.930727 0.407679 -0.2 -0.2 -0.1
H 3.864816 1.228391 1.344671 0.0 0.1 0.0
C 3.358365 1.215068 -0.734095 0.6 0.5 -0.3
C 3.941015 0.781522 -2.086963 -0.3 0.0 0.3
H 3.279948 1.097756 -2.890731 -0.1 0.0 -0.1
H 4.031895 -0.300505 -2.133191 0.1 -0.1 0.0
H 4.919276 1.229765 -2.238759 0.1 0.0 0.0
C 2.970174 2.701683 -0.809541 -0.2 -0.4 0.4
C 2.339561 3.251118 0.470701 0.1 0.2 -0.2
H 3.119667 3.436278 1.211538 0.0 -0.1 0.1
C 1.575725 4.552931 0.213702 -0.1 -0.3 -0.1
H 1.454101 5.095931 1.153726 0.0 0.1 0.0
H 2.173907 5.181299 -0.450263 0.0 0.1 0.0
C 0.187574 4.330392 -0.404850 0.1 0.3 0.2
C -0.272305 5.593429 -1.130442 0.0 -0.3 0.0
H -1.268148 5.462564 -1.546088 -0.1 0.1 -0.1
H 0.405883 5.836035 -1.945968 0.0 0.1 -0.1
H -0.295758 6.436503 -0.442549 0.0 0.1 0.1
C -0.825524 3.920301 0.671615 0.0 -0.2 -0.4
C -2.038364 3.181146 0.109606 0.1 0.1 0.4
H -1.691797 2.270587 -0.382151 0.0 0.0 -0.1
C -3.039799 2.835001 1.210265 -0.2 0.0 -0.5
H -2.520874 2.319239 2.022036 0.0 0.0 0.1
C -4.208940 1.959576 0.734760 0.2 0.0 0.4
C -5.358695 2.044585 1.737299 0.1 0.0 -0.3
H -6.217681 1.472609 1.397031 -0.1 -0.1 0.0
H -5.673762 3.077646 1.868290 -0.1 0.1 0.1
H -5.045656 1.656940 2.704701 0.0 -0.1 0.2
C -3.742047 0.512377 0.546393 -0.3 0.2 -0.3
C -4.764904 -0.405718 -0.120297 0.4 -0.1 0.2
H -5.098435 0.042873 -1.059256 -0.1 0.0 0.0
H -5.634648 -0.519210 0.526161 -0.1 0.0 0.0
C -4.154853 -1.777458 -0.404516 -0.4 0.1 -0.3
H -3.265288 -1.634778 -1.023487 0.1 0.0 0.0
H -3.833736 -2.229892 0.537523 0.1 -0.1 0.1
C -5.093885 -2.747741 -1.128638 0.2 -0.2 0.2
C -6.269924 -3.164629 -0.248892 0.1 0.2 -0.3
H -5.910728 -3.620907 0.671466 0.0 -0.1 0.1
H -6.890505 -2.310505 0.008139 -0.1 0.0 0.1
H -6.892766 -3.888940 -0.769426 -0.1 -0.1 0.0
C -4.313576 -3.985630 -1.570276 -0.2 0.3 -0.1
H -4.961562 -4.678144 -2.102703 0.0 -0.1 -0.1
H -3.493074 -3.710480 -2.229618 0.1 0.0 -0.1
H -3.900640 -4.500141 -0.704646 0.1 -0.1 0.1
H -5.486166 -2.248029 -2.021839 0.0 0.0 0.0
H -2.841969 0.517400 -0.070227 0.1 -0.1 0.0
H -3.472742 0.098982 1.521948 0.1 0.0 0.1
H -4.560788 2.342747 -0.230027 0.0 0.0 0.0
H -3.436666 3.767867 1.618000 0.0 0.0 0.1
H -2.536806 3.794396 -0.643794 0.0 0.0 -0.1
H -1.156713 4.812169 1.209401 0.0 0.1 0.1
H -0.336232 3.265158 1.395197 0.0 0.0 0.1
H 0.257390 3.518566 -1.135834 0.0 -0.1 0.0
H 1.658964 2.500839 0.874760 0.0 0.0 0.1
H 2.252024 2.802335 -1.624958 0.0 0.0 -0.1
H 3.856710 3.282817 -1.068995 0.0 0.0 -0.1
O 2.142708 0.515049 -0.495330 -0.1 0.0 0.0
H 5.245595 1.521088 0.275847 0.0 0.1 0.0
H 5.380943 -0.824727 -0.311971 0.1 0.0 0.0
H 5.139412 -0.783528 1.427660 0.1 0.0 -0.1
C -0.206384 -0.862476 -0.663487 0.1 0.0 0.0
H 0.018257 0.166970 -0.923636 -0.1 0.0 0.0
H -0.951377 -0.864889 0.131171 -0.1 0.0 0.0
H -0.624973 -1.359362 -1.538033 -0.1 0.0 0.0
H -0.366573 -4.222269 1.045461 -0.1 -0.1 0.0
H -1.054529 -3.137174 -0.149555 -0.1 0.0 0.0
H -0.096826 -4.510140 -0.684432 -0.1 -0.1 0.0
```
Forces are in eV/Å.

Output
Max |F| ... 0.81 eV/A
Structure (SMILES) ... Cc1c(C)c2c(c(C)c1O)CC[C@](C)(CCC[C@H](C)CCC[C@H](C)CCCC(C)C)O2
Lowest unoccupied orbital energy ... 0.717 eV

Löwdin population analysis, charges in e, atoms 1 to 2:
1. C -0.026
2. C -0.157

Record 2
A molecular structure, C29H50O40S9 at a distorted geometry. Source: the OMol25 dataset; level of theory: ωB97M-V/def2-TZVPD.

```
128
Properties=species:S:1:pos:R:3:forces:R:3
C 2.387637 0.469316 0.029507 -0.2 0.8 -0.1
C 0.890433 0.660098 -0.286528 1.0 -0.7 0.5
C 0.230569 1.594970 0.726708 0.0 -0.9 0.1
O 0.685857 1.148031 2.056477 -0.1 0.3 -0.4
C 1.189908 2.167215 2.757698 -0.1 0.2 0.2
O 0.558025 2.823417 3.542666 -0.2 0.0 0.5
O 2.473405 2.393263 2.500299 0.2 -0.3 0.0
O 0.653338 0.931849 -1.640448 1.2 1.3 1.1
C 0.634725 2.278955 -2.059578 0.3 0.3 -0.6
C 1.962407 2.974441 -1.876418 0.0 0.0 -0.2
C 2.174154 3.932386 -0.894128 0.2 0.1 -0.1
C 3.433895 4.484710 -0.709144 0.3 0.1 0.1
C 4.509405 4.096226 -1.499834 -0.7 -0.1 -0.1
C 4.287491 3.173478 -2.519863 0.0 0.0 0.3
C 3.024906 2.617814 -2.708826 0.4 0.2 0.2
H 2.888226 0.075016 -0.850560 0.0 -0.3 0.0
H 2.508730 -0.172441 0.896070 0.2 -0.2 -0.1
H 2.836750 1.434982 0.260342 0.2 0.0 0.0
H 0.445804 -0.324046 -0.102526 -0.2 0.0 -0.3
H -0.844564 1.430450 0.725066 -0.1 0.4 -0.1
H 0.493101 2.638400 0.602679 -0.1 0.1 -0.1
H 2.784883 3.022432 3.166174 0.0 0.1 -0.2
H 0.443262 2.239635 -3.132697 -0.1 -0.2 0.0
H -0.196733 2.870672 -1.658852 0.0 -0.1 0.4
H 1.364310 4.253045 -0.250036 -0.1 0.0 -0.1
H 3.618118 5.202103 0.077666 -0.2 0.0 0.0
H 5.484615 4.522834 -1.321493 0.1 0.0 -0.1
H 5.125932 2.873401 -3.135085 -0.1 -0.1 -0.1
H 2.897228 1.892941 -3.503363 -0.2 0.0 0.0
C -1.455956 -2.908341 2.834411 0.1 0.0 0.4
C -0.371559 -2.147067 2.110716 0.0 0.3 -0.2
O 0.565965 -3.145584 1.692467 -1.1 -0.4 -0.5
S -0.242066 -4.498155 1.342678 0.2 0.7 0.0
O -0.457732 -4.519003 -0.063356 0.0 -0.3 0.1
O 0.309340 -5.606888 2.023475 0.1 -0.1 -0.2
O -1.621465 -4.095768 2.052114 -0.1 0.1 -0.2
H -1.154553 -3.187108 3.845914 0.0 0.0 0.0
H -2.393090 -2.359016 2.873219 -0.1 -0.1 -0.1
H 0.132909 -1.414308 2.736565 0.2 -0.1 0.0
H -0.775264 -1.650291 1.224326 0.0 0.0 0.0
C 7.196512 2.053651 2.997921 -0.2 -0.1 0.4
C 6.868050 1.297898 1.733361 0.4 -0.2 -0.2
O 6.098922 2.229181 0.966258 -0.2 0.2 0.2
S 6.602048 3.717866 1.244089 0.0 -0.6 0.1
O 7.495845 4.101331 0.211044 0.0 0.3 0.1
O 5.478435 4.506966 1.601060 0.1 0.2 -0.1
O 7.452036 3.401787 2.566807 0.1 -0.2 -0.3
H 6.346628 2.064966 3.681180 0.0 0.0 0.0
H 8.068703 1.651097 3.506697 0.1 0.2 -0.1
H 6.295347 0.393739 1.920715 -0.3 0.1 -0.1
H 7.768694 1.046697 1.168299 0.0 0.0 0.0
C -1.784313 -3.185393 -2.367827 -0.2 -0.1 0.3
C -3.099907 -2.803279 -3.007979 0.1 -0.1 -0.3
O -2.990900 -1.378964 -3.185357 0.0 -0.1 0.2
S -1.452943 -0.986443 -3.480644 -0.2 -0.8 0.0
O -1.257599 -0.820621 -4.870064 -1.4 0.2 0.1
O -1.034394 -0.016248 -2.545589 -1.7 0.0 -0.7
O -0.810198 -2.368331 -3.020843 -0.1 -0.3 -0.5
H -1.767068 -2.950460 -1.305482 -0.1 -0.1 0.0
H -1.540689 -4.234221 -2.504149 0.2 0.0 0.0
H -3.956937 -3.042327 -2.383957 0.0 0.2 0.0
H -3.225181 -3.270648 -3.987576 0.0 0.0 0.0
C -7.716517 -2.343713 -4.810964 0.3 0.4 0.2
C -6.859670 -2.814415 -5.963261 -0.4 -0.1 -0.3
O -6.205061 -3.989710 -5.457254 0.0 0.2 0.3
S -7.172028 -4.744160 -4.430170 0.0 0.3 -0.1
O -7.841526 -5.793223 -5.111415 0.0 -0.1 0.2
O -6.454810 -4.963805 -3.226031 0.1 -0.2 -0.1
O -8.212959 -3.550345 -4.206525 0.0 -0.1 -0.3
H -7.122166 -1.807510 -4.068795 0.0 0.0 0.0
H -8.539210 -1.713894 -5.134819 -0.2 -0.1 0.1
H -6.128635 -2.074087 -6.274586 0.2 -0.2 0.1
H -7.468079 -3.106101 -6.822128 0.0 0.0 0.0
C 3.237479 2.198790 7.572771 0.2 0.0 0.6
C 4.528851 2.854693 7.133963 -0.3 0.5 -0.2
O 5.280244 1.785559 6.532487 0.0 -0.4 0.2
S 4.281688 0.756653 5.827815 -0.6 2.9 0.1
O 4.212113 1.068863 4.444969 0.1 -0.7 0.2
O 4.583915 -0.550136 6.292427 1.7 9.5 4.1
O 2.937635 1.265115 6.520915 0.3 -0.3 -0.4
H 3.365620 1.640000 8.501077 0.0 0.0 0.0
H 2.423457 2.909300 7.687730 -0.1 -0.1 -0.2
H 5.084386 3.287303 7.960387 0.2 -0.2 0.0
H 4.353601 3.618876 6.374109 0.0 0.0 0.0
C -12.900335 -1.733837 -6.296253 -0.2 -0.1 -0.4
C -11.642590 -2.520849 -6.596960 0.1 -0.2 0.4
O -10.765363 -1.560817 -7.208031 -0.2 0.1 -0.1
S -11.030471 -0.111714 -6.578888 -0.2 -0.3 0.0
O -10.068829 0.120334 -5.559515 0.1 0.2 0.0
O -11.243818 0.804520 -7.636230 0.2 0.1 0.0
O -12.426171 -0.445423 -5.877663 0.2 -0.2 0.1
H -13.513817 -1.600184 -7.188987 0.0 0.0 0.0
H -13.498030 -2.186240 -5.510074 0.1 0.2 0.1
H -11.816349 -3.354567 -7.270725 0.1 0.1 -0.2
H -11.169399 -2.885440 -5.682291 0.0 0.0 0.0
C -1.040118 3.670901 6.093434 0.3 -0.3 -0.1
C -2.085304 2.794983 6.745720 -0.4 0.2 -0.2
O -1.815278 2.910162 8.151498 0.3 0.0 0.0
S -1.260755 4.375792 8.473432 -0.2 -0.1 -0.3
O -2.325848 5.186480 8.941385 0.2 0.1 0.1
O -0.052760 4.240058 9.207514 0.1 0.0 0.1
O -0.921932 4.803088 6.973684 -0.3 0.0 0.1
H -0.073228 3.171533 6.043474 0.0 0.0 -0.1
H -1.325319 3.995041 5.098063 0.1 0.2 0.1
H -2.018192 1.757718 6.431281 0.1 -0.1 0.2
H -3.095035 3.166685 6.559262 0.0 0.0 0.0
C 4.094740 -2.447630 5.466544 -0.3 -5.3 -1.1
C 5.145188 -3.352617 4.858655 -0.4 0.4 0.1
O 4.427726 -4.137997 3.896867 -0.3 -0.3 -0.3
S 3.238870 -3.266429 3.267581 0.4 0.0 0.8
O 3.671086 -2.715220 2.034059 -0.1 0.1 -0.3
O 2.028387 -3.993438 3.371381 0.7 -0.3 0.6
O 3.249370 -2.094274 4.364726 0.0 0.1 -0.5
H 3.492137 -2.976464 6.208113 -0.1 -0.3 -0.1
H 4.519032 -1.552604 5.914520 -0.5 -5.6 -2.4
H 5.619336 -3.998392 5.592180 -0.1 -0.2 -0.1
H 5.909386 -2.778141 4.330517 0.1 0.0 -0.1
C 3.938770 -1.231300 -6.781644 0.0 -0.4 0.0
C 3.152703 -1.023892 -8.058677 0.2 0.4 -0.2
O 1.793048 -0.915463 -7.625826 0.1 -0.2 0.2
S 1.736065 -0.221801 -6.180597 0.2 0.0 -0.1
O 1.471905 1.163360 -6.341011 0.0 0.0 0.1
O 0.957676 -1.031476 -5.325525 1.3 -0.1 -0.3
O 3.296344 -0.386208 -5.823154 0.0 0.2 -0.2
H 3.870036 -2.263722 -6.432192 0.0 0.0 0.0
H 4.984162 -0.952793 -6.885562 0.0 0.2 0.1
H 3.259429 -1.848403 -8.757968 -0.2 -0.1 0.0
H 3.431776 -0.089685 -8.551283 0.1 0.0 0.0
```
Forces are in eV/Å.

Output
Max |F| ... 10.49 eV/A
Lowest unoccupied orbital energy ... -0.178 eV

Löwdin population analysis, charges in e, atoms 1 to 2:
1. C 0.004
2. C -0.337

| no. | total energy (Ha) |
| --- | --- |
| 1 | -1285.5404 |
| 2 | -7727.9413 |